No. 1
Below is a 2-piece molecular cluster, C2H8N3 overall at a distorted geometry, with properties calculated with ωB97M-V/def2-TZVPD.

Structure (XYZ):
```
13
Properties=species:S:1:pos:R:3:lowdin_charge:R:1
C 1.190 -0.365 2.345 0.018
C -0.776 -0.075 -2.350 -0.019
N 0.365 0.482 1.892 0.048
N -1.212 -0.152 -0.090 0.230
N -0.455 0.063 -1.017 -0.173
H 0.937 -1.456 2.245 0.115
H -0.734 0.813 -2.935 0.102
H -0.162 -0.715 -2.879 0.079
H -1.781 -0.526 -2.080 0.138
H -0.663 0.146 0.819 0.061
H 2.214 -0.185 2.655 0.102
H 0.669 1.442 2.125 0.119
H 0.407 0.528 -0.731 0.178
```

Output
Charge: +1
Spin multiplicity: 3
Energy above the lowest of the compared OMol25 structures with the same formula, charge and spin in kcal per mole: 33.5
Maximum force in Eh/bohr: 0.1268
Kohn-Sham gap (alpha / beta) in eV: 8.82 / 8.32
E in Eh: -244.79350


No. 2
Below is an isolated ion of composition C4H7N2S2 and charge +1 at a distorted geometry, with properties calculated with ωB97M-V/def2-TZVPD.

Structure (XYZ):
```
15
Properties=species:S:1:pos:R:3:lowdin_charge:R:1
C -0.034 -0.993 -1.345 -0.086
C 1.970 0.002 -0.159 -1.140
C -1.309 0.470 -0.289 -0.142
C 0.610 -0.937 0.020 -0.259
N -1.015 -0.221 -1.478 0.101
N -0.413 -0.171 0.792 0.104
S 3.391 -0.768 -0.231 0.770
S 1.706 1.711 -0.266 0.845
H 0.345 -1.591 -2.153 0.142
H -1.060 1.531 -0.403 0.115
H -2.366 0.378 -0.036 0.145
H 0.896 -1.880 0.470 0.140
H 0.023 0.536 1.397 0.154
H -0.972 -0.798 1.380 0.193
H 2.993 2.007 -0.402 -0.083
```

Output
Charge: +1
Spin multiplicity: 1
Energy above the lowest of the compared OMol25 structures with the same formula, charge and spin in kcal per mole: 42.0
Maximum force in Eh/bohr: 0.0568
Kohn-Sham gap in eV: 8.41
E in Eh: -1062.20150


No. 3
Below is C32H31N2OP2S5SeY as an isolated structure at a distorted geometry, with properties calculated with ωB97M-V/def2-TZVPD.

Structure (XYZ):
```
75
Properties=species:S:1:pos:R:3:lowdin_charge:R:1
Y -0.161 0.192 0.158 0.638
S 1.452 -1.099 -2.055 0.323
P 1.710 0.873 -1.973 0.314
C 0.534 2.000 -1.408 -0.601
P -0.903 1.818 -2.341 0.322
S -2.430 0.807 -1.545 0.250
C -0.727 1.275 -4.067 -0.352
C -0.373 2.156 -5.081 -0.095
C -0.136 1.674 -6.354 -0.109
C -0.228 0.315 -6.613 -0.116
C -0.571 -0.564 -5.598 -0.094
C -0.825 -0.087 -4.327 -0.143
C -1.575 3.505 -2.546 -0.351
C -2.686 3.725 -3.354 -0.116
C -3.248 4.983 -3.443 -0.109
C -2.712 6.036 -2.718 -0.122
C -1.612 5.820 -1.905 -0.099
C -1.046 4.560 -1.817 -0.078
C 3.156 1.196 -0.913 -0.381
C 4.179 0.256 -0.860 -0.137
C 5.274 0.474 -0.048 -0.108
C 5.355 1.630 0.708 -0.104
C 4.335 2.565 0.663 -0.097
C 3.235 2.351 -0.144 -0.121
C 2.396 1.368 -3.598 -0.319
C 2.627 0.458 -4.618 -0.114
C 3.022 0.906 -5.864 -0.112
C 3.203 2.259 -6.096 -0.123
C 2.986 3.167 -5.072 -0.106
C 2.584 2.727 -3.829 -0.092
H -0.285 3.212 -4.854 0.110
H 0.130 2.364 -7.146 0.097
H -0.037 -0.054 -7.614 0.091
H -0.638 -1.626 -5.796 0.098
H -1.106 -0.756 -3.521 0.061
H -3.106 2.893 -3.904 0.102
H -4.115 5.147 -4.072 0.089
H -3.151 7.025 -2.787 0.086
H -1.199 6.639 -1.332 0.093
H -0.184 4.378 -1.186 0.089
H 4.083 -0.660 -1.432 0.068
H 6.053 -0.275 0.012 0.090
H 6.209 1.798 1.350 0.090
H 4.384 3.449 1.281 0.098
H 2.416 3.059 -0.155 0.079
H 2.483 -0.598 -4.430 0.058
H 3.176 0.189 -6.659 0.095
H 3.521 2.611 -7.070 0.088
H 3.111 4.228 -5.245 0.092
H 2.391 3.431 -3.028 0.106
S 2.395 1.847 3.942 0.329
C 1.547 1.328 2.618 -1.856
S 0.227 2.252 1.995 0.369
S 1.905 -0.159 1.840 0.445
C -5.317 0.150 2.727 -0.059
N -4.327 0.597 3.657 -0.144
C -4.543 1.306 4.808 -0.076
C -3.338 1.481 5.404 -0.063
N -2.401 0.881 4.615 -0.123
C -0.991 0.829 4.850 -0.078
C -2.998 0.332 3.531 -0.607
Se -2.154 -0.634 2.151 0.761
H -6.264 -0.007 3.247 0.083
H -4.949 -0.782 2.292 0.049
H -5.451 0.872 1.917 0.099
H -5.526 1.616 5.105 0.104
H -3.074 1.979 6.315 0.111
H -0.765 1.154 5.862 0.088
H -0.470 1.482 4.142 -0.021
H -0.638 -0.191 4.688 0.088
C -0.137 -2.805 0.956 -0.352
O -0.807 -1.752 0.370 -0.711
H -0.474 -3.756 0.505 0.060
H -0.350 -2.853 2.043 0.038
H 0.959 -2.734 0.826 0.038
```

Output
Charge: -2
Spin multiplicity: 1
Energy above the lowest of the compared OMol25 structures with the same formula, charge and spin in kcal per mole: 36.0
Maximum force in Eh/bohr: 0.0430
Kohn-Sham gap in eV: 5.52
E in Eh: -6536.38537


No. 4
Below is C25H37N4O2PSn as an isolated structure, with properties calculated with ωB97M-V/def2-TZVPD.

Structure (XYZ):
```
70
Properties=species:S:1:pos:R:3:lowdin_charge:R:1
Sn 0.921 1.484 0.617 1.144
C -3.219 2.217 -0.537 -0.120
C -2.562 1.856 -1.865 -0.529
C -3.540 1.055 -2.723 -0.099
P -0.876 1.135 -1.591 1.002
C 0.141 1.542 -3.088 -0.552
C 1.462 0.777 -3.077 -0.123
C -0.516 1.451 -4.464 -0.091
C -1.043 -0.710 -1.589 -0.221
C -1.494 -1.349 -2.722 -0.029
C -1.654 -2.745 -2.813 -0.193
C -2.222 -3.357 -4.045 -0.004
C -1.344 -3.532 -1.706 0.015
C -0.859 -2.944 -0.567 0.026
C -0.646 -1.541 -0.486 -0.271
N -0.247 -1.017 0.689 0.109
C 0.478 -1.769 1.534 -0.225
C 1.569 -2.604 1.085 -0.153
C 2.114 -2.583 -0.319 -0.006
C 2.293 -3.267 2.051 0.028
C 1.966 -3.202 3.407 -0.187
C 2.760 -3.964 4.411 -0.005
C 0.924 -2.370 3.825 0.034
C 0.215 -1.595 2.937 -0.147
C -0.876 -0.702 3.424 -0.014
H -4.172 2.708 -0.733 0.093
H -2.614 2.883 0.070 0.036
H -3.426 1.328 0.058 0.087
H -2.313 2.785 -2.396 0.115
H -3.813 0.119 -2.237 0.086
H -3.175 0.839 -3.724 0.061
H -4.456 1.638 -2.833 0.097
H 0.349 2.607 -2.905 0.104
H 1.293 -0.286 -3.259 0.079
H 2.017 0.876 -2.141 0.025
H 2.100 1.143 -3.881 0.094
H -0.665 0.420 -4.778 0.073
H 0.152 1.901 -5.199 0.096
H -1.463 1.984 -4.523 0.072
H -1.774 -0.772 -3.587 0.087
H -2.212 -2.669 -4.886 0.092
H -3.258 -3.651 -3.858 0.113
H -1.679 -4.263 -4.314 0.103
H -1.528 -4.597 -1.738 0.139
H -0.714 -3.535 0.326 0.139
H 2.088 -1.572 -0.736 0.079
H 1.588 -3.238 -1.007 0.087
H 3.152 -2.907 -0.297 0.097
H 3.157 -3.845 1.754 0.136
H 3.242 -4.835 3.971 0.096
H 2.141 -4.275 5.251 0.099
H 3.548 -3.319 4.812 0.114
H 0.675 -2.326 4.876 0.138
H -1.126 -0.955 4.452 0.099
H -1.776 -0.773 2.819 0.095
H -0.567 0.344 3.412 0.057
C 2.908 3.898 4.605 0.018
O 2.369 4.585 3.447 0.022
C 1.972 3.836 2.456 -0.590
O 2.041 2.610 2.426 -0.110
N 1.480 4.603 1.444 0.047
N 0.947 4.016 0.287 -0.009
H 3.208 4.692 5.280 0.107
H 3.764 3.297 4.306 0.103
H 2.132 3.281 5.050 0.104
H 1.421 5.605 1.567 0.178
H 1.478 4.326 -0.526 0.123
H -0.028 4.299 0.190 0.109
N -1.473 2.713 2.518 0.077
C -0.732 2.216 1.793 -0.462
```

Output
Charge: +2
Spin multiplicity: 1
Energy above the lowest of the compared OMol25 structures with the same formula, charge and spin in kcal per mole: 9.0
Maximum force in Eh/bohr: 0.0110
Kohn-Sham gap in eV: 5.38
E in Eh: -1899.42758


No. 5
Below is an isolated molecule of C8H6N2O at a distorted geometry, with properties calculated with ωB97M-V/def2-TZVPD.

Structure (XYZ):
```
17
Properties=species:S:1:pos:R:3:lowdin_charge:R:1
C -1.469 1.026 0.795 -0.157
C -0.831 1.710 -1.394 -0.195
C 0.653 -1.772 0.408 -0.086
C -0.381 -1.693 -0.604 -0.079
C 1.319 -0.694 0.828 -0.026
C -0.955 -0.575 -1.049 -0.050
C 0.981 0.691 0.294 -0.286
C -0.648 0.717 -0.387 -0.326
N -2.102 0.996 1.756 0.199
N -1.011 2.526 -2.182 0.198
O 1.276 1.777 1.043 0.056
H 1.080 -2.707 0.846 0.124
H -0.603 -2.702 -1.121 0.142
H 2.073 -0.704 1.500 0.082
H -1.697 -0.772 -1.811 0.125
H 1.600 0.578 -0.699 0.193
H 0.715 1.596 1.777 0.086
```

Output
Spin multiplicity: 1
Energy above the lowest of the compared OMol25 structures with the same formula, charge and spin in kcal per mole: 88.8
Maximum force in Eh/bohr: 0.1091
Kohn-Sham gap in eV: 9.19
E in Eh: -493.08238


No. 6
Below is a 2-piece molecular cluster, C4H14N3 overall, with properties calculated with ωB97M-V/def2-TZVPD.

Structure (XYZ):
```
21
Properties=species:S:1:pos:R:3:lowdin_charge:R:1
C 2.422 0.607 1.657 -0.144
C 1.130 -0.010 -0.375 -0.519
N 1.614 -0.293 0.894 -0.051
N 1.129 1.308 -0.825 0.087
N 0.992 -1.046 -1.295 0.076
H 1.375 -1.156 1.339 0.107
H 1.672 2.017 -0.349 0.059
H 1.016 1.516 -1.800 0.066
H 1.497 -1.912 -1.178 0.059
H 0.672 -0.841 -2.226 0.061
H 3.304 0.981 1.146 0.072
H 2.792 0.082 2.532 0.077
H 1.907 1.516 2.013 0.076
C -3.002 -0.797 0.336 -0.175
C -2.367 0.063 -0.731 -0.191
H -3.664 -0.202 0.980 0.061
H -3.642 -1.605 -0.035 0.062
H -2.253 -1.197 1.025 0.059
H -1.768 0.863 -0.277 0.059
H -1.768 -0.498 -1.446 0.043
H -3.058 0.601 -1.384 0.058
```

Output
Spin multiplicity: 2
Energy above the lowest of the compared OMol25 structures with the same formula, charge and spin in kcal per mole: 7.0
Maximum force in Eh/bohr: 0.0174
Kohn-Sham gap (alpha / beta) in eV: 5.14 / 9.83
E in Eh: -324.97622